(1)
C36H57MoN11O6PSe as an isolated structure at a distorted geometry, computed with the ωB97M-V functional and the def2-TZVPD basis.

Positions of all 113 atoms, in Å:
1 Mo -2.3617 -0.5544 -0.6184
2 N -2.3681 -2.3360 -2.0710
3 C -1.1330 -2.0848 -2.8369
4 C -1.2024 -0.6244 -3.3252
5 O -0.9656 -0.3064 -4.4718
6 N -1.6268 0.1821 -2.3329
7 C -2.2829 1.3955 -2.7308
8 C -3.7314 1.2408 -2.1864
9 O -4.5839 2.0773 -2.2786
10 O -3.8639 0.0984 -1.5606
11 H -2.3447 -3.2974 -1.7164
12 H -3.1604 -2.2861 -2.7223
13 H -1.0214 -2.7466 -3.7055
14 H -0.2905 -2.2168 -2.1522
15 H -2.2885 1.5290 -3.8209
16 H -1.8462 2.2768 -2.2469
17 N 0.3696 -3.4947 -0.1261
18 C 0.0041 -3.3546 1.2769
19 C 1.2169 -3.4574 2.2215
20 C 0.9217 -3.3004 3.7143
21 C -0.1612 -4.2302 4.2763
22 N -1.4644 -3.6000 4.1409
23 C -2.6452 -4.1182 4.4093
24 N -2.7999 -5.4025 4.7468
25 N -3.7266 -3.3308 4.4257
26 C -0.7988 -2.0458 1.3836
27 O -1.1746 -1.5531 2.4611
28 O -1.0752 -1.4736 0.2691
29 H 0.9475 -4.3192 -0.2543
30 H 0.9286 -2.6878 -0.3967
31 H -0.6847 -4.1840 1.5178
32 H 1.9450 -2.6974 1.9311
33 H 1.6792 -4.4348 2.0419
34 H 0.6369 -2.2682 3.9148
35 H 1.8588 -3.4875 4.2380
36 H 0.0463 -4.3980 5.3387
37 H -0.1312 -5.1970 3.7617
38 H -1.4182 -2.6555 3.7192
39 H -2.0234 -6.0369 4.7764
40 H -3.7161 -5.7735 4.9278
41 H -3.6580 -2.3690 4.1322
42 H -4.6471 -3.7389 4.4041
43 N -2.2959 0.9769 0.4853
44 C -2.2248 1.9230 1.2055
45 N -2.3147 2.9571 1.8404
46 C -1.8092 3.6759 2.7788
47 N -1.3995 4.3622 3.6043
48 Se -3.2746 -3.3175 0.9921
49 N -3.6656 -1.5794 0.5348
50 C -4.9525 -1.3456 0.9143
51 C -5.6477 -0.1429 0.7497
52 C -6.9575 -0.0663 1.1700
53 C -7.5984 -1.1536 1.7816
54 C -6.9301 -2.3304 1.9992
55 C -5.5984 -2.4521 1.5634
56 N -4.8698 -3.5668 1.7210
57 H -5.1724 0.7056 0.2762
58 H -7.5065 0.8512 1.0263
59 H -8.6347 -1.0554 2.0690
60 H -7.3966 -3.1820 2.4680
61 O 0.7138 0.4422 -0.7169
62 P 1.8674 1.2750 -1.1579
63 C 1.3656 3.0677 -1.0715
64 C 0.8494 3.4387 0.3126
65 C -0.0363 4.6882 0.2192
66 C 0.4702 5.6622 -0.8534
67 C 1.9764 5.5202 -1.0255
68 C 2.3232 4.1395 -1.6008
69 C 3.4096 0.6741 -0.2732
70 C 3.0803 0.1152 1.1106
71 C 3.1103 1.1669 2.2117
72 C 4.4432 1.9063 2.2113
73 C 4.6522 2.5821 0.8627
74 C 4.6624 1.5460 -0.2543
75 C 2.1546 0.9848 -2.9743
76 C 3.3313 1.6916 -3.6636
77 C 4.4605 0.7269 -4.0120
78 C 3.9722 -0.3319 -5.0053
79 C 2.5319 -0.7705 -4.6997
80 C 2.2046 -0.5207 -3.2332
81 H 0.4849 3.0210 -1.7307
82 H 1.6892 3.6365 0.9817
83 H 0.2813 2.5971 0.7208
84 H -0.0451 5.1809 1.1919
85 H -1.0638 4.4023 -0.0144
86 H 0.2211 6.6841 -0.5676
87 H -0.0165 5.4634 -1.8103
88 H 2.4559 5.6679 -0.0568
89 H 2.3523 6.2946 -1.6951
90 H 3.3566 3.9088 -1.3462
91 H 2.2441 4.1858 -2.6878
92 H 3.6323 -0.1975 -0.9061
93 H 3.8107 -0.6667 1.3416
94 H 2.0882 -0.3428 1.0779
95 H 2.9493 0.6794 3.1761
96 H 2.2917 1.8705 2.0521
97 H 5.2576 1.2005 2.3953
98 H 4.4579 2.6495 3.0087
99 H 5.5993 3.1239 0.8555
100 H 3.8534 3.3060 0.7002
101 H 5.5250 0.8884 -0.0997
102 H 4.8002 2.0339 -1.2189
103 H 1.2139 1.3507 -3.4102
104 H 3.7206 2.4923 -3.0431
105 H 2.9822 2.1452 -4.5922
106 H 4.8344 0.2514 -3.1038
107 H 5.2967 1.2805 -4.4451
108 H 4.6419 -1.1921 -4.9668
109 H 4.0196 0.0705 -6.0171
110 H 2.3963 -1.8271 -4.9372
111 H 1.8184 -0.2080 -5.3041
112 H 2.9571 -1.0029 -2.6062
113 H 1.2414 -0.9557 -2.9794

Its HOMO-LUMO gap (spin up / spin down) is 5.10 / 6.50 eV. The calculation puts the LUMO energy (spin up / spin down) at -4.52 / -4.45 eV. The charge is +1. The spin multiplicity is 3. For the energy relative to the best compared isomer or geometry (same formula, charge and spin), the calculation gives 371.9 kJ/mol.

Löwdin population analysis, charges in e, atoms 1 to 4: 1.7431 -0.0514 -0.1448 -0.5430

(2)
A 3-piece molecular cluster, C36H58BBrN2O11P2SSi overall, computed with the ωB97M-V functional and the def2-TZVPD basis.

Positions of all 113 atoms, in Å:
1 C -6.3626 4.1140 1.4101
2 C -6.1172 2.6224 1.2580
3 N -5.3684 2.2672 0.0231
4 C -4.0044 1.9141 0.2415
5 C -3.0987 2.8955 0.6450
6 C -1.7760 2.5434 0.8768
7 Br -0.5719 3.8900 1.4058
8 C -1.3145 1.2390 0.6720
9 C -2.2182 0.2676 0.2266
10 C -3.5557 0.6122 0.0460
11 N -1.8435 -1.0676 -0.0432
12 C -1.8205 -1.4577 -1.4625
13 C -0.4870 -1.6388 -2.1475
14 C 0.2711 -0.3611 -2.5123
15 C 1.7594 -0.4784 -2.2760
16 C 2.5018 0.8367 -2.3004
17 C 4.0014 0.6689 -2.1787
18 C 4.5043 0.0707 -0.8740
19 C 3.9746 0.7366 0.4135
20 Si 5.3335 1.0277 1.6728
21 C 6.7295 2.0770 0.9788
22 C 5.9242 -0.6667 2.2480
23 C 4.5526 1.9479 3.1239
24 C 3.8659 3.1502 2.9073
25 C 3.2803 3.8610 3.9530
26 C 3.3582 3.3745 5.2549
27 C 4.0327 2.1834 5.4953
28 C 4.6224 1.4837 4.4388
29 C -0.8426 -1.6137 0.7990
30 C -0.9546 -2.9641 1.1580
31 O -1.9911 -3.7019 0.6037
32 B -3.2037 -3.4478 1.1942
33 O -4.3189 -3.4930 0.3803
34 O -3.2917 -3.2322 2.5475
35 C -0.0396 -3.5637 2.0101
36 C 1.0090 -2.8039 2.5335
37 C 1.1293 -1.4555 2.2070
38 C 0.2127 -0.8699 1.3334
39 S 0.3883 0.8330 0.9214
40 H -7.2689 4.4247 0.9128
41 H -6.4853 4.3546 2.4595
42 H -5.5408 4.7042 1.0335
43 H -7.0770 2.1209 1.2433
44 H -5.5870 2.2633 2.1333
45 H -5.8166 1.4420 -0.3511
46 H -3.4021 3.9129 0.7919
47 H -4.2600 -0.1338 -0.2812
48 H -2.3810 -2.3784 -1.5720
49 H -2.3750 -0.7008 -2.0032
50 H 0.1698 -2.3146 -1.6095
51 H -0.7386 -2.1448 -3.0717
52 H -0.1426 0.5074 -2.0106
53 H 0.1469 -0.1861 -3.5751
54 H 1.9625 -1.0104 -1.3493
55 H 2.1722 -1.0952 -3.0694
56 H 2.1238 1.5213 -1.5491
57 H 2.3176 1.3178 -3.2571
58 H 4.4611 1.6455 -2.3061
59 H 4.3742 0.0519 -2.9909
60 H 5.5898 0.1050 -0.8784
61 H 4.2274 -0.9764 -0.8533
62 H 3.2750 0.0676 0.8996
63 H 3.4575 1.6673 0.2092
64 H 7.4932 1.4433 0.5435
65 H 7.1717 2.6450 1.7836
66 H 6.3630 2.7514 0.2158
67 H 6.1837 -0.7070 3.2973
68 H 6.8017 -0.9716 1.6888
69 H 5.1348 -1.3849 2.0740
70 H 3.7944 3.5275 1.8997
71 H 2.7701 4.7793 3.7265
72 H 2.8935 3.9242 6.0520
73 H 4.0929 1.8143 6.5020
74 H 5.1342 0.5690 4.6774
75 H -5.0119 -2.8983 0.6624
76 H -4.0414 -2.6906 2.7889
77 H -0.1589 -4.6009 2.2579
78 H 1.7168 -3.2433 3.2084
79 H 1.9201 -0.8663 2.6346
80 C -0.7602 6.2198 -5.4739
81 O 0.3589 5.6905 -4.7496
82 P 0.8014 6.3332 -3.3777
83 O 1.9034 5.6286 -2.7322
84 O -0.5260 6.4601 -2.5063
85 C -1.0804 5.2516 -1.9632
86 O 1.0587 7.8446 -3.7649
87 C 1.5415 8.7218 -2.7360
88 H -1.6124 5.5527 -5.3496
89 H -1.0264 7.2185 -5.1329
90 H -0.4845 6.2605 -6.5243
91 H -0.3515 4.4410 -1.9729
92 H -1.9563 4.9635 -2.5456
93 H -1.3763 5.4438 -0.9363
94 H 2.4354 8.3057 -2.2737
95 H 0.7704 8.8799 -1.9822
96 H 1.7824 9.6667 -3.2135
97 C -0.9931 -8.7587 1.3011
98 O -0.9681 -8.7330 -0.1318
99 P -2.3034 -8.8952 -0.9586
100 O -2.1169 -8.7602 -2.3987
101 O -3.3444 -7.8837 -0.3067
102 C -3.1517 -6.4784 -0.5434
103 O -2.8649 -10.2829 -0.4469
104 C -4.0709 -10.7743 -1.0502
105 H -0.8751 -7.7426 1.6768
106 H -1.9208 -9.1818 1.6820
107 H -0.1566 -9.3666 1.6360
108 H -2.4858 -6.3051 -1.3883
109 H -2.7287 -6.0191 0.3453
110 H -4.1191 -6.0319 -0.7562
111 H -3.9685 -10.7983 -2.1341
112 H -4.9166 -10.1467 -0.7692
113 H -4.2249 -11.7815 -0.6747

Its HOMO-LUMO gap is 7.64 eV. The calculation puts the LUMO energy at -0.14 eV.

Löwdin population analysis, charges in e, atoms 1 to 4: -0.0905 -0.2523 0.0040 -0.2679